--- a ---
Computed, not measured: 10 unconnected molecules or ions with the total composition C18H56O10, with ωB97M-V with the def2-TZVPD basis set.

Element x y z (Å)
C: -1.57545 -4.15317 0.44133
H: 7.13872 -3.19094 0.66089
C: -2.61353 1.07869 3.24600
H: -1.68264 -2.73195 3.40030
H: -4.38529 2.03017 2.46875
C: 1.01558 -2.94887 3.42089
H: 3.64802 0.56716 2.09533
H: -2.10356 1.30829 1.17089
H: -3.92934 -3.27864 -0.89938
H: -4.48603 1.71740 4.16693
O: 1.97920 0.01222 1.28062
H: -4.06433 1.71476 -2.05894
C: -1.29645 -3.26778 4.27025
H: 2.92405 0.96774 -1.02964
O: 6.28698 -3.62990 0.73715
O: -2.25663 0.11777 4.26603
H: 1.77400 4.25714 -2.30544
H: -1.14535 0.04497 1.92510
H: 2.27373 -2.54227 0.41093
H: 1.41455 2.73429 -3.11175
C: -3.43834 -2.58517 -0.21756
C: 0.08479 -2.77907 4.61377
H: 3.98581 -0.14682 -2.46705
H: 0.79056 4.13413 -6.49135
H: 1.62673 3.26583 1.28531
H: -2.94891 2.83787 -4.18075
C: 2.60534 -1.70087 -0.20257
H: 2.24872 3.32494 -5.93685
H: 4.94478 -0.07093 2.58866
H: 1.77779 6.09126 -5.37109
C: 1.22518 3.58721 -5.65341
H: -2.90501 0.11771 4.97599
C: 1.28591 4.44109 -4.40033
H: 1.33437 0.69211 1.51951
H: -0.53518 0.16907 -2.70250
H: 1.22347 1.36019 -1.05091
H: -1.23902 -4.31820 3.95496
H: -1.86094 0.04558 -1.61871
H: -2.85831 -0.20390 1.54731
H: 0.68968 2.65367 -5.48193
H: 5.65017 -2.91560 0.82909
H: -4.62284 0.38780 2.94799
C: -1.94232 -2.86244 -0.27056
H: 2.63605 -2.02362 -1.24329
H: -0.66934 -4.58779 0.02102
C: -2.12533 0.51945 1.92642
H: 0.57003 -2.63217 2.46812
H: -3.81937 -2.70270 0.79790
C: 1.67696 -0.52544 -0.00688
H: -2.16845 -0.31384 -3.22052
H: 0.61207 -0.77388 -0.07441
H: -1.97351 -3.25544 5.12309
H: 2.96475 3.53975 -3.44496
H: -3.63147 -1.56280 -0.54481
H: -3.26299 3.30352 -1.69354
H: -2.37162 -4.89182 0.28975
O: 2.13685 5.59632 -4.62896
H: -1.61171 -3.80271 -1.98063
C: -3.13442 2.22659 -1.81450
H: -1.47600 -4.00067 1.51582
O: 0.97404 2.63918 1.61295
H: 1.99072 -2.48436 3.54669
O: -2.43769 2.02495 -4.11800
H: -1.13522 2.51259 -2.57340
C: -1.59587 0.39898 -2.63040
H: -1.37243 -2.02020 0.12884
H: -0.69318 -1.02904 4.54695
C: 1.92729 0.52086 -1.08101
H: 1.79848 0.11647 -2.09142
H: -2.89279 1.88433 -0.79867
O: 0.06112 -1.40471 5.01856
H: 0.30451 4.85217 -4.13787
C: 1.90884 3.70007 -3.23249
O: -1.52188 -2.90352 -1.64822
C: -4.09745 1.29989 3.23737
H: 0.56425 -3.36380 5.40262
H: 5.13320 0.71866 -2.96915
C: -1.98956 1.85121 -2.74484
H: 3.62136 -1.44403 0.10058
H: 1.22016 -4.01436 3.22949
O: 4.51696 0.03548 -3.24817
H: -2.05085 1.99144 3.47190
O: 4.59627 0.73857 2.20677
H: 0.77863 2.93387 2.50811

As for the structure (SMILES): CC(C)O.CC(C)O.CC(C)O.CC(C)O.CC(C)O.CC(C)O.O.O.O.O. For the HOMO-LUMO gap, the calculation gives 9.979 eV. For the HOMO energy, the calculation gives -9.77 eV. Its total charge is 0.

Atomic partial charges in e from the Mulliken method, atoms 1 to 2: -1.408, 0.317

--- b ---
Computed, not measured: 10 unconnected molecules or ions with the total composition C18H56O10, with ωB97M-V with the def2-TZVPD basis set.

Element x y z (Å)
H: 4.01202 -0.08860 0.68868
C: -0.88724 -3.33623 4.36202
H: -1.34745 -5.12616 3.23523
O: 1.23114 -0.97201 -3.58115
H: 0.07930 -3.18312 3.91179
H: -3.66765 1.47160 -2.64292
C: -1.80041 1.58539 -2.17976
O: 4.88672 -0.34196 -1.21704
C: -1.79638 -2.48665 -1.14249
C: -3.30922 -2.66771 -1.07776
C: -0.20160 4.65486 4.20547
O: -4.04003 -1.51201 2.03434
H: -0.77913 -3.80232 5.35528
H: -3.84411 -1.71146 -1.13128
H: -5.81349 -1.26621 1.11765
O: 4.33631 2.46356 -2.01567
C: 3.50587 -1.90718 -0.27602
H: -0.99045 1.41265 -4.24028
H: 4.22353 3.00197 -2.80448
C: -0.46685 -0.23178 1.97902
H: -1.29206 -3.43209 -1.29717
H: 0.16463 -3.02055 -5.17773
H: -1.93513 2.45194 -1.53586
H: -4.52515 1.21164 2.39664
C: 0.15851 3.94906 2.87236
H: -1.08162 0.87988 -1.76809
C: -4.98259 0.72186 1.52925
H: 5.36885 -1.34986 0.57923
C: -1.75096 -4.18487 3.43913
H: -3.50369 -1.02173 2.67460
H: 2.39566 2.96498 -0.57648
H: 2.03597 -2.84036 -3.23472
H: -2.68703 -4.36024 3.91582
H: 0.40960 -1.18726 -3.12764
H: 1.27606 -1.96324 -6.08447
H: -0.08394 4.54118 1.96589
H: -1.27214 4.71202 4.37574
H: -0.59639 0.46074 2.81380
H: -2.11047 2.77797 -3.87535
O: 1.93833 0.97877 -1.74164
H: -1.19159 -2.29985 4.50195
O: 1.15987 1.13831 0.90813
O: -1.39037 -1.54853 -2.19931
H: 1.60292 -0.40909 2.09400
H: -5.87034 1.32067 1.43258
H: 1.92419 0.23829 -2.37239
O: -3.02229 0.90560 -2.24577
H: 3.95435 -2.63691 -0.94038
H: -1.37582 -2.20685 -0.17625
H: -0.67827 -1.25739 2.33723
H: 4.82285 2.56534 0.02261
C: 3.14603 3.75164 -0.40199
H: 5.41848 0.46588 -1.13660
H: -0.49448 3.02506 2.77349
H: 0.23076 5.64109 4.26925
H: 0.98039 -0.89033 0.52167
H: 2.90676 -1.82347 -4.33656
H: -2.87956 -3.16764 2.20540
C: 1.92072 -2.13126 -4.05616
O: -1.99513 -3.55757 2.16728
C: 0.89144 -0.18457 1.32470
C: -5.22828 -0.74837 1.90247
H: 2.73271 -1.31106 -0.79649
H: -2.15268 -1.01565 -2.51265
H: -5.82162 -0.85627 2.84094
H: -0.41454 2.75311 -3.30217
H: -1.25975 0.08823 1.32697
C: 4.53688 -0.87263 0.02819
H: 1.61195 2.80281 2.34804
H: 1.50956 1.08910 -0.04439
H: -4.31558 0.82682 0.69087
H: 0.08906 4.05397 5.08691
H: -3.67067 -3.18444 -0.18469
C: -1.27872 2.13352 -3.48167
H: 2.73609 1.50737 -1.94198
C: 4.50343 3.23093 -0.79694
H: 1.89942 -3.49108 -5.64520
H: 3.04675 -2.41357 0.56153
H: 2.82027 4.65317 -0.90938
C: 1.25090 -2.72676 -5.30982
O: 1.51028 3.58775 2.88411
H: 3.09977 3.87445 0.68192
H: -3.68909 -3.23978 -1.90840
H: 5.16564 4.07349 -0.93495

As for the structure (SMILES): CCO.CCO.CCO.CCO.CCO.CCO.CCO.CCO.CCO.O. For the HOMO-LUMO gap, the calculation gives 10.187 eV. For the HOMO energy, the calculation gives -9.56 eV. Its total charge is 0.

Atomic partial charges in e from the Mulliken method, atoms 1 to 2: -0.001, -1.006

Tell me which of them is the most stable. Sure, it is a.

--- a ---
Computed, not measured: 2 unconnected molecules or ions with the total composition CH3BrOS, with ωB97M-V with the def2-TZVPD basis set.

Element x y z (Å)
O: -1.23869 2.43985 -0.67711
Br: -3.65013 -0.33875 -0.01353
H: -0.54428 -0.05634 -1.08609
C: -0.25655 0.15367 0.04952
H: 0.80702 0.39638 0.39133
S: -1.29403 1.58413 0.51709
H: -0.51884 -0.81543 0.63753

For the HOMO-LUMO gap (spin up / spin down), the calculation gives 8.308 / 6.573 eV. For the HOMO energy (spin up / spin down), the calculation gives -10.31 / -9.63 eV. Its total charge is 0.

Atomic partial charges in e from the natural (NBO) method, atoms 1 to 2: -0.761, -0.320

--- b ---
Computed, not measured: 2 unconnected molecules or ions with the total composition CH3BrOS, with ωB97M-V with the def2-TZVPD basis set.

Element x y z (Å)
S: -1.69794 2.20028 -0.00622
H: 0.17968 0.40534 1.13678
H: 1.35972 1.92730 0.67251
C: 0.67817 1.13309 0.37054
H: 1.43906 0.47802 -0.14050
O: -0.49590 1.32228 -0.49751
Br: 3.58975 -0.87126 -0.05886

For the HOMO-LUMO gap (spin up / spin down), the calculation gives 7.456 / 5.147 eV. For the HOMO energy (spin up / spin down), the calculation gives -8.78 / -9.12 eV. Its total charge is 0.

Atomic partial charges in e from the natural (NBO) method, atoms 1 to 2: 0.318, 0.209

Tell me which of them is the most stable. Sure, it is a.

--- a ---
Computed, not measured: a molecular structure, H2N5O, with ωB97M-V with the def2-TZVPD basis set.

Element x y z (Å)
H: -0.19628 0.92234 0.08220
O: -3.54593 -0.21563 0.10670
N: 2.25701 -0.87327 0.07342
N: -1.41598 0.41547 0.12371
N: 1.58359 0.03585 -0.01363
N: -2.50625 0.16506 0.14426
H: 2.97302 -1.36578 -0.44939
N: 0.85080 0.91595 -0.06727

For the HOMO-LUMO gap, the calculation gives 11.769 eV. For the HOMO energy, the calculation gives -16.82 eV. Its total charge is +1.

Atomic partial charges in e from the natural (NBO) method, atoms 1 to 2: 0.407, -0.159

--- b ---
Computed, not measured: a molecular structure, H2N5O, with ωB97M-V with the def2-TZVPD basis set.

Element x y z (Å)
N: 1.75657 -0.05729 -0.04404
O: -3.89497 0.13840 0.22923
H: -0.48214 0.19824 0.22535
N: -2.76669 0.30632 0.10530
N: -1.70920 0.47776 -0.06851
H: 3.60370 -0.72149 -0.51508
N: 0.61446 -0.05086 -0.03777
N: 2.87827 -0.29110 0.10551

For the HOMO-LUMO gap, the calculation gives 11.347 eV. For the HOMO energy, the calculation gives -16.38 eV. Its total charge is +1.

Atomic partial charges in e from the natural (NBO) method, atoms 1 to 2: 0.420, -0.181

Tell me which of them is the most stable. Sure, it is b.

--- a ---
Computed, not measured: a molecular structure, C18H19NO4, with ωB97M-V with the def2-TZVPD basis set.

Element x y z (Å)
C: -1.26775 0.89657 1.35433
C: -4.64816 -0.64653 -0.92341
O: 1.65647 -0.37979 2.45414
H: -0.55346 -3.20985 1.38863
H: 1.19461 -2.53346 1.64459
H: -4.71543 -0.07325 -1.81328
C: -3.45219 0.08623 -0.09708
H: -0.29856 -2.56567 -1.02241
C: 0.25525 -2.45887 0.88551
H: 3.89798 0.64602 1.86608
O: 0.04739 1.13932 1.83687
H: -0.79741 2.95028 -1.31058
C: -2.47410 -0.87543 0.25763
H: -0.52318 0.58743 -2.48592
N: -0.19988 -1.09999 1.30181
H: 4.95697 1.46111 0.39988
H: 2.43762 -1.88091 -0.29653
H: -4.16297 2.07138 0.05994
C: 0.96857 2.81417 -0.39233
C: -2.30348 1.74302 0.92335
C: 2.34338 0.80962 -0.52464
H: 4.90909 -0.16348 1.08489
H: 2.74975 2.72855 0.67108
C: 4.35858 0.55606 0.82788
C: 1.23113 0.29233 -1.39882
C: 0.45208 -2.74289 -0.53831
C: 1.69180 -1.90415 -1.04789
C: -0.02781 2.22579 -1.10161
C: 0.65694 -0.30387 1.91428
H: 2.28647 -2.56422 -1.74537
H: -2.22649 2.73585 1.24609
C: -3.47466 1.37935 0.46355
O: 3.54469 0.17187 -0.23831
H: -2.39241 -1.92246 -0.27161
C: 2.14879 1.97422 -0.21642
H: 0.91194 3.96175 -0.07584
C: -1.30862 -0.29888 0.53422
H: -5.52991 0.04781 -0.46589
O: 1.37006 -1.03978 -1.85018
C: 0.17273 1.06103 -1.80429
H: 0.77960 -4.09325 -0.55564
H: -4.66542 -1.58305 -0.93839

For the HOMO-LUMO gap, the calculation gives 8.763 eV. For the HOMO energy, the calculation gives -8.21 eV. Its total charge is 0.

Atomic partial charges in e from the natural (NBO) method, atoms 1 to 2: 0.279, -0.598

--- b ---
Computed, not measured: a single C18H19NO4 molecule, with ωB97M-V with the def2-TZVPD basis set.

Element x y z (Å)
H: 4.32574 0.19149 5.81031
C: 0.86219 -2.53795 0.73324
C: 2.43909 -0.91941 4.34410
H: -1.22365 0.34560 -1.91379
C: -1.03870 1.55423 -4.44224
N: -1.10205 -1.10261 1.04841
C: -1.46588 3.84377 -3.84447
O: -1.51216 -2.26185 -0.87273
H: -0.87796 5.31522 -5.26871
C: -0.43069 3.33253 -5.94677
H: 3.59491 -2.79765 2.72123
C: 0.14710 -1.58118 1.45122
H: -3.82687 1.32437 -0.64948
H: 2.63822 -3.70888 0.62912
C: -2.21163 0.82356 -1.95964
H: -0.11401 1.25465 -6.33881
O: 3.63892 -1.40734 4.68982
C: 2.09478 -2.96715 1.19465
H: -3.78131 -1.15792 -0.86430
C: -3.14169 -0.65697 -0.13662
H: 0.15852 -0.32662 3.20615
H: -0.00447 3.65869 -6.88324
H: -2.82583 0.28147 -2.69161
H: -1.49532 -0.40565 1.66643
H: -1.07226 0.49720 -4.22989
H: 5.15442 -1.38338 6.01710
C: -0.49307 1.98651 -5.64055
H: -2.24385 1.30633 0.12617
C: -2.88162 0.78247 -0.58869
O: -2.08774 2.18028 -2.32741
H: -1.85231 4.55129 -3.12764
C: -1.84232 -1.44320 -0.04547
H: -3.64662 -0.65556 0.83093
C: 0.68726 -1.06972 2.62608
C: 2.63546 -2.46208 2.36275
C: 1.92478 -1.50570 3.08313
C: 4.19457 -0.88988 5.88854
O: 1.85069 -0.09193 4.99810
C: -0.92061 4.26049 -5.04046
H: 0.44734 -2.93844 -0.17654
C: -1.53023 2.48462 -3.53410
H: 3.53705 -1.10186 6.73435

As for the structure (SMILES): COC(=O)c1cccc(NC(=O)CCCOc2ccccc2)c1. For the HOMO-LUMO gap, the calculation gives 9.034 eV. For the HOMO energy, the calculation gives -8.53 eV. Its total charge is 0.

Atomic partial charges in e from the natural (NBO) method, atoms 1 to 2: 0.194, -0.238

Tell me which of them is the most stable. Sure, it is b.

--- a ---
Computed, not measured: 2 unconnected molecules or ions with the total composition C3H3NOS, with ωB97M-V with the def2-TZVPD basis set.

Element x y z (Å)
H: -1.83162 -0.07694 2.19798
O: 2.01805 1.25024 -0.02974
H: -1.31110 -0.76365 -1.57453
S: 2.95550 -1.23714 -0.13909
N: -1.99641 0.44483 1.25555
C: -1.48081 -0.01653 0.25024
C: 2.42461 0.17969 -0.08879
C: -0.90017 -0.01589 -0.90381
H: 0.12195 0.23540 -0.96781

As for the structure (SMILES): C=C=N.O=C=S. For the HOMO-LUMO gap, the calculation gives 9.763 eV. For the HOMO energy, the calculation gives -9.17 eV. Its total charge is 0.

Atomic partial charges in e from the natural (NBO) method, atoms 1 to 2: 0.380, -0.454

--- b ---
Computed, not measured: a single C3H3NOS molecule, with ωB97M-V with the def2-TZVPD basis set.

Element x y z (Å)
N: -2.83285 0.47739 -0.55886
H: 2.66722 -0.13468 -1.03118
H: -0.07517 0.78580 0.93247
C: -1.88880 0.19551 0.02106
C: 1.77762 0.25922 -0.41037
H: -0.93463 -0.52249 1.74002
O: 1.69038 1.33589 0.13767
S: 0.57450 -1.03063 -0.08284
C: -0.64590 -0.06597 0.80511

As for the structure (SMILES): N#CCSC=O. For the HOMO-LUMO gap, the calculation gives 10.780 eV. For the HOMO energy, the calculation gives -10.47 eV. Its total charge is 0.

Atomic partial charges in e from the natural (NBO) method, atoms 1 to 2: -0.299, 0.171

--- c ---
Computed, not measured: a single C3H3NOS molecule, with ωB97M-V with the def2-TZVPD basis set.

Element x y z (Å)
H: 2.09631 -0.62457 1.02673
S: 0.01812 0.72202 0.54203
H: 1.61155 -0.42794 -0.59708
C: -2.49984 0.14640 -0.22901
C: -0.94972 -0.27213 -0.48131
O: -0.62297 -1.13408 -1.19418
C: 1.69474 0.08407 0.34587
H: 2.20838 1.08797 0.49081
N: -3.55656 0.41826 0.09613

As for the structure (SMILES): CSC(=O)C#N. For the HOMO-LUMO gap, the calculation gives 10.522 eV. For the HOMO energy, the calculation gives -10.42 eV. Its total charge is 0.

Atomic partial charges in e from the natural (NBO) method, atoms 1 to 2: 0.234, 0.308

Tell me which of them is the most stable. Sure, it is b.

--- a ---
Computed, not measured: a single C3H3NOS molecule, with ωB97M-V with the def2-TZVPD basis set.

Element x y z (Å)
H: 1.11710 1.95095 -0.00683
C: -0.53701 -1.16270 -0.08781
N: 0.53878 1.09610 -0.12554
S: 2.75152 -0.32242 0.04651
C: -1.43453 -0.22020 0.03285
H: -2.54638 -0.30482 -0.04538
O: -0.80808 1.11147 0.05488
C: 1.20619 0.00361 -0.02775
H: -0.28759 -2.15199 0.15906

For the HOMO-LUMO gap, the calculation gives 9.087 eV. For the HOMO energy, the calculation gives -8.42 eV. Its total charge is 0.

Atomic partial charges in e from the natural (NBO) method, atoms 1 to 2: 0.429, -0.269

--- b ---
Computed, not measured: a single C3H3NOS molecule, with ωB97M-V with the def2-TZVPD basis set.

Element x y z (Å)
S: 1.73665 -0.39706 1.05390
H: 0.81500 -1.02459 -1.23248
C: -1.59999 -0.45341 0.47470
N: -2.06924 -1.20938 1.18161
C: 0.85994 -0.16584 -0.61875
H: 1.10657 0.71648 -1.17292
O: -1.34350 1.39701 -0.93567
C: -0.92413 0.39961 -0.39747
H: 1.41870 0.73718 1.64709

As for the structure (SMILES): N#CC(=O)CS. For the HOMO-LUMO gap, the calculation gives 8.863 eV. For the HOMO energy, the calculation gives -9.68 eV. Its total charge is 0.

Atomic partial charges in e from the natural (NBO) method, atoms 1 to 2: -0.021, 0.228

Tell me which of them is the most stable. Sure, it is b.